The following is a quantum chemistry calculation of a cluster of 10 separate species, C25H65N5O10S5 in total at a distorted geometry, from the OMol25 dataset.

Atoms and positions in Å:
1 C -0.4214 -0.7808 0.6669
2 C 0.7831 -0.2649 -0.1027
3 O 0.7249 -0.0391 -1.3058
4 N 1.8135 0.1191 0.6871
5 C 3.0253 0.7934 0.2565
6 H -0.3780 -1.8642 0.7675
7 H -1.3321 -0.4740 0.1612
8 H -0.4728 -0.3122 1.6531
9 H 1.7034 -0.1258 1.6617
10 H 3.1573 0.7454 -0.8202
11 H 3.8995 0.3651 0.7392
12 H 2.8959 1.8371 0.5411
13 C -5.1655 -2.9617 -4.6740
14 C -5.0563 -2.3908 -3.2794
15 O -6.0291 -2.3136 -2.5499
16 N -3.8083 -2.0195 -2.8695
17 C -3.6228 -1.6282 -1.4992
18 H -5.9066 -2.3778 -5.2173
19 H -5.5569 -3.9712 -4.5705
20 H -4.2135 -2.9690 -5.2000
21 H -3.0880 -2.0007 -3.5660
22 H -3.7011 -0.5411 -1.3659
23 H -2.5543 -1.8083 -1.3197
24 H -4.2375 -2.1501 -0.7815
25 C 1.6271 2.2367 3.4888
26 C 0.1288 2.3711 3.3814
27 O -0.4077 3.0904 2.5493
28 N -0.5951 1.7436 4.3413
29 C -0.1422 0.6503 5.1948
30 H 2.1134 3.0589 2.9668
31 H 1.9830 1.2544 3.1942
32 H 1.9263 2.4391 4.5252
33 H -1.5718 1.9901 4.3037
34 H -0.9969 0.2965 5.7631
35 H 0.5968 1.0127 5.9106
36 H 0.2772 -0.1524 4.5922
37 C -3.5262 -1.5390 2.1542
38 C -4.0547 -2.8757 1.7346
39 O -3.3552 -3.8856 1.8383
40 N -5.3649 -2.9907 1.4086
41 C -6.3220 -1.9072 1.2280
42 H -3.4726 -0.7469 1.4048
43 H -2.5007 -1.7439 2.4640
44 H -4.0220 -1.1072 3.0259
45 H -5.6930 -3.9413 1.3390
46 H -6.8670 -1.7220 2.1539
47 H -6.9554 -2.1343 0.3757
48 H -5.7905 -0.9910 0.9697
49 C 0.5348 6.5685 -3.1077
50 C 1.4984 5.8913 -2.1565
51 O 2.6307 6.3165 -1.9850
52 N 1.0037 4.8317 -1.4922
53 C 1.8040 4.0865 -0.5306
54 H 0.0167 7.3709 -2.5870
55 H -0.1798 5.8937 -3.5770
56 H 1.1351 7.0048 -3.9073
57 H 0.0851 4.4615 -1.7065
58 H 2.3783 4.7350 0.1257
59 H 2.4952 3.4661 -1.1120
60 H 1.1758 3.4273 0.0664
61 C -2.8737 4.6408 0.6476
62 S -2.8348 3.7380 -0.9170
63 O -1.8512 4.4438 -1.7841
64 C -2.0287 2.2653 -0.2875
65 H -3.8527 4.5404 1.1145
66 H -2.6723 5.6738 0.3728
67 H -2.1178 4.2634 1.3357
68 H -1.8895 1.5840 -1.1278
69 H -2.6685 1.7941 0.4612
70 H -1.0680 2.5106 0.1647
71 C -0.2603 -6.8297 -2.2115
72 S -1.1766 -5.2932 -2.1064
73 O -2.6012 -5.6178 -2.3642
74 C -1.0879 -5.1191 -0.3110
75 H 0.7928 -6.6455 -1.9799
76 H -0.2533 -7.1179 -3.2639
77 H -0.6955 -7.5963 -1.5763
78 H -0.0479 -5.0783 0.0190
79 H -1.5986 -5.9854 0.1008
80 H -1.5645 -4.1734 -0.0668
81 C 2.0489 1.6964 -3.8187
82 S 2.9720 1.3562 -5.3083
83 O 3.3370 -0.0759 -5.2443
84 C 1.5563 1.5575 -6.4040
85 H 2.7153 1.7650 -2.9610
86 H 1.3810 0.8533 -3.6317
87 H 1.4843 2.6264 -3.9005
88 H 1.7292 1.0344 -7.3402
89 H 1.3804 2.6245 -6.5188
90 H 0.6832 1.0912 -5.9370
91 C 5.1902 1.1083 3.5750
92 S 6.5661 1.7167 2.5837
93 O 6.0296 1.9961 1.2344
94 C 7.4348 0.1479 2.4384
95 H 4.4665 1.9065 3.6972
96 H 5.5647 0.6553 4.4916
97 H 4.7062 0.3050 3.0114
98 H 7.5951 -0.3083 3.4178
99 H 8.3887 0.3562 1.9659
100 H 6.7984 -0.5277 1.8659
101 C 3.8477 -2.4565 1.8353
102 S 2.5521 -2.6914 3.0454
103 O 1.8992 -1.3693 3.2764
104 C 1.5246 -3.6743 1.9695
105 H 3.4516 -2.0176 0.9218
106 H 4.3621 -3.4016 1.6705
107 H 4.5635 -1.7687 2.2859
108 H 0.5844 -3.9600 2.4353
109 H 2.0720 -4.6124 1.8041
110 H 1.4138 -3.2585 0.9677

Calculated values
- spin multiplicity = 1
- relative energy (zero: lowest compared OMol25 entry of this formula, charge and spin) (kcal/mol) = 3.05
- gap between HOMO and LUMO (eV) = 8.336
- highest occupied orbital energy (hartree) = -0.310
- M (Da) = 756.16
- net charge = 0

Mulliken atomic charge list, values in e, 4 entries: C 0.8890; C -0.0026; O -0.6923; N 1.3996



The following is a quantum chemistry calculation of a structure of composition C8H6N2O4SV at a distorted geometry, from the OMol25 dataset.

Atoms and positions in Å:
1 O -2.4870 0.3784 1.8058
2 C -2.1234 -0.0764 0.7726
3 V -1.4628 -1.0743 -0.8466
4 O -3.6377 3.7663 -0.1644
5 C -3.6230 2.7151 -0.6264
6 C -3.2860 -1.1962 -1.4453
7 O -4.3994 -1.1512 -1.8302
8 C -1.2181 0.5156 -1.8609
9 O -0.9532 1.3994 -2.6205
10 C 1.2303 -1.0679 2.1617
11 N 1.6974 -0.5340 0.8872
12 C 2.6814 0.4084 0.7020
13 C 2.7174 0.7629 -0.6123
14 N 1.8047 -0.0705 -1.2438
15 C 1.1379 -0.8408 -0.3196
16 S 0.3768 -2.3908 -0.5784
17 H 0.3378 -0.5599 2.5575
18 H 1.0260 -2.1435 2.0824
19 H 1.9351 -0.8786 2.9772
20 H 3.2119 0.7414 1.5539
21 H 3.4615 1.3569 -1.1164
22 H 1.5722 -0.0601 -2.2354

Calculated values
- spin multiplicity = 4
- gap between HOMO and LUMO (spin up / spin down) (eV) = 7.224 / 6.549
- highest occupied orbital energy (spin up / spin down) (hartree) = -0.609 / -0.628
- M (Da) = 277.16
- net charge = +2
- ⟨S²⟩ = 3.782

Mulliken atomic charge list, values in e, 4 entries: O -0.1412; C 0.5106; V -0.0748; O -0.1655



The following is a quantum chemistry calculation of a cluster of 2 separate species, C14H25N4O4PS in total at a distorted geometry, from the OMol25 dataset.

Atoms and positions in Å:
1 C 4.6817 -0.6838 -0.4081
2 C 3.3348 -1.1790 0.0499
3 O 2.6450 -0.4814 0.7573
4 N 2.8006 -2.4541 -0.3386
5 C 3.7079 -3.5853 -0.5309
6 C 4.7567 -3.6137 -1.6103
7 O 3.5746 -4.5238 0.2078
8 C 1.6426 -2.3596 -1.2245
9 C 1.9398 -2.7718 -2.6023
10 N 2.2166 -3.1596 -3.6471
11 C 0.4393 -3.1678 -0.6551
12 C 0.5352 -4.5934 -0.9433
13 N 0.6149 -5.7180 -1.1625
14 P -1.1874 -2.5033 -1.2684
15 S -1.0414 -1.1211 -2.6380
16 H 5.0496 -1.1355 -1.3167
17 H 4.5613 0.3835 -0.5734
18 H 5.3919 -0.8007 0.4087
19 H 5.7462 -3.6220 -1.1586
20 H 4.6284 -4.5657 -2.1225
21 H 4.6656 -2.8353 -2.3560
22 H 1.3269 -1.3161 -1.2584
23 H 0.4962 -3.0599 0.4287
24 H -1.9140 -3.6216 -1.6925
25 H -1.7989 -1.9762 -0.1216
26 C -0.5918 4.2562 2.6155
27 O -1.9927 4.0941 2.7131
28 C -2.7387 4.7710 1.7094
29 C -3.3885 3.7931 0.7558
30 N -2.3964 3.1199 -0.0700
31 C -2.9106 2.0100 -0.8663
32 C -3.4974 0.8097 -0.1349
33 O -2.5436 0.0560 0.5956
34 C -2.2568 0.5207 1.9034
35 H -0.1536 3.8330 3.5175
36 H -0.1733 3.7344 1.7478
37 H -0.3182 5.3137 2.5564
38 H -2.1059 5.4798 1.1677
39 H -3.5243 5.3394 2.2151
40 H -4.0778 4.3393 0.1049
41 H -3.9833 3.0932 1.3595
42 H -1.6528 2.7771 0.5239
43 H -2.0895 1.6432 -1.4862
44 H -3.6728 2.3992 -1.5488
45 H -3.8904 0.1315 -0.8964
46 H -4.3394 1.0783 0.5140
47 H -3.1312 0.9823 2.3679
48 H -1.4264 1.2313 1.9098
49 H -1.9588 -0.3410 2.5017

Calculated values
- spin multiplicity = 1
- gap between HOMO and LUMO (eV) = 9.096
- SMILES string = CC(=O)N(C(C)=O)[C@@H](C#N)[C@H](C#N)[PH2]=S.COCCNCCOC
- highest occupied orbital energy (hartree) = -0.322
- M (Da) = 376.42
- net charge = 0

Mulliken atomic charge list, values in e, 4 entries: C -1.1515; C 0.5899; O -0.5675; N 0.2279